The following is a DFT calculation (ωB97M-V/def2-TZVPD) of 2 unconnected molecules or ions with the total composition C4H10O4.

Computed properties:
* charge: 0
* E_LUMO (spin up / spin down): -4.70 / -4.65 eV
* gap between HOMO and LUMO (spin up / spin down): 4.80 / 4.78 eV

CARTESIAN COORDINATES (ANGSTROEM)
O  -2.50173  -2.43841  -0.22162
H  -2.48375  -3.37210  0.14279
H  -0.62877  -1.18257  0.33881
C  0.43263  -0.82181  0.10999
C  0.96136  -0.82511  1.68042
O  2.06482  -1.62197  1.82723
O  1.23467  -1.40590  -0.66430
O  0.26263  0.60376  0.07326
C  -0.08838  1.11890  -1.19137
C  -0.65726  2.51814  -0.96010
H  1.24992  0.20322  1.93347
H  0.18197  -1.26688  2.33414
H  2.32732  -1.77832  0.88668
H  0.79364  1.22128  -1.84333
H  -0.78824  0.43598  -1.70306
H  -1.01092  2.90647  -1.91617
H  -1.47796  2.51293  -0.22917
H  0.12804  3.19241  -0.59767

Atomic forces in eV per Å
O 1.02 -0.37 0.68
H 0.29 1.43 -0.40
H -1.65 -1.64 0.08
C 3.42 2.59 -0.35
C -0.31 -1.21 2.63
O 0.46 -0.89 -1.76
O -2.11 0.78 0.59
O -0.90 -1.80 -1.09
C 0.02 1.10 -0.86
C -0.01 -0.21 -0.08
H -0.76 -0.12 -0.50
H 0.09 0.79 -0.34
H 0.52 -0.24 1.12
H -0.09 -0.27 0.22
H 0.07 0.24 0.28
H -0.11 0.08 0.09
H 0.20 -0.06 -0.30
H -0.15 -0.19 -0.02

---

The following is a DFT calculation (ωB97M-V/def2-TZVPD) of 2 unconnected molecules or ions with the total composition C4H10OS.

Computed properties:
* charge: 0
* SMILES: C1CCSC1.O
* E_LUMO: 0.71 eV
* gap between HOMO and LUMO: 9.15 eV

CARTESIAN COORDINATES (ANGSTROEM)
C  0.04416  -0.32629  1.47771
C  -0.55710  -1.73568  1.58453
C  -0.10205  -2.64745  0.48411
S  0.40753  -1.49958  -0.89319
C  0.00000  0.00000  0.00000
H  1.05734  -0.39662  1.91812
H  -0.49895  0.47837  2.00968
H  -1.64311  -1.56150  1.45929
H  -0.40408  -2.20984  2.57307
H  -0.78426  -3.44736  0.13744
H  0.83565  -3.12833  0.82311
H  0.67308  0.83929  -0.26078
H  -1.03491  0.31171  -0.23925
O  3.18784  2.21739  -0.28102
H  3.01905  1.85323  -1.17944
H  3.64545  1.49063  0.19925

Atomic forces in eV per Å
C 0.76 -0.44 0.54
C -2.21 0.55 1.04
C 1.78 -0.08 -0.53
S 0.01 -0.67 -0.25
C -0.28 0.93 -0.01
H -0.17 0.43 -0.57
H 0.10 -0.74 0.09
H 0.21 -0.38 0.23
H -0.09 0.35 -0.42
H 0.12 0.77 0.28
H -0.44 -0.03 -0.35
H -0.24 -0.57 0.00
H 0.47 -0.09 -0.03
O 0.23 -1.11 -0.41
H 0.23 0.33 0.96
H -0.49 0.73 -0.57

---

The following is a DFT calculation (ωB97M-V/def2-TZVPD) of 2 unconnected molecules or ions with the total composition C4H10OS.

Computed properties:
* charge: 0
* SMILES: CC=O.CCS
* E_LUMO: 0.88 eV
* gap between HOMO and LUMO: 9.76 eV

CARTESIAN COORDINATES (ANGSTROEM)
C  1.23890  -2.51114  -1.19634
C  1.32169  -2.13663  0.26683
O  1.76136  -1.10416  0.67984
H  0.76035  -1.72569  -1.77448
H  2.22254  -2.60474  -1.65291
H  0.74387  -3.47629  -1.23590
H  0.91467  -2.90458  0.95613
C  -1.24374  2.79331  0.55379
C  -0.42397  1.47515  0.54207
S  -1.31395  -0.08659  0.59535
H  -0.98272  3.31579  1.46477
H  -1.08387  3.34649  -0.36472
H  -2.29743  2.56592  0.67180
H  0.27371  1.45974  1.37288
H  0.16471  1.48931  -0.37650
H  -2.05612  0.10412  -0.50261

Atomic forces in eV per Å
C 0.26 -0.09 0.34
C -0.07 -0.21 -0.48
O 0.34 0.33 0.22
H -0.43 -0.05 0.10
H 0.27 -0.10 0.25
H -0.26 0.04 -0.50
H 0.07 0.09 0.10
C -0.15 -1.29 0.65
C 0.23 0.78 -0.86
S -0.43 -0.12 0.17
H 0.18 0.67 -0.15
H 0.03 0.31 0.16
H -0.27 0.02 -0.23
H 0.05 -0.22 0.04
H 0.22 -0.24 0.20
H -0.04 0.06 -0.02

---

The following is a DFT calculation (ωB97M-V/def2-TZVPD) of 2 unconnected molecules or ions with the total composition C4H10OS.

Computed properties:
* charge: 0
* SMILES: C=CO.CSC
* E_LUMO: 0.76 eV
* gap between HOMO and LUMO: 9.18 eV

CARTESIAN COORDINATES (ANGSTROEM)
C  -2.00962  0.53057  -2.81726
C  -1.20572  -0.49352  -3.16759
O  0.01770  -0.74182  -2.57242
H  -3.08987  0.43902  -2.72643
H  -1.53553  1.47278  -2.54217
H  -1.58568  -1.31870  -3.75945
H  0.67999  -0.27051  -3.10275
C  2.28437  0.40549  2.69448
S  0.81901  -0.62827  3.27034
C  -0.28841  -0.32934  1.90626
H  2.25194  1.42497  3.08010
H  3.16128  -0.02430  3.16898
H  2.29004  0.23872  1.62453
H  -0.11457  -0.85603  0.96129
H  -0.41985  0.73641  1.64417
H  -1.25510  -0.58546  2.33793

Atomic forces in eV per Å
C 1.15 -0.31 -0.19
C -1.94 -0.06 1.20
O 0.65 1.13 -1.40
H 0.17 0.21 -1.11
H -0.22 -0.32 0.87
H -0.07 -0.34 0.32
H 0.27 -0.32 0.35
C -0.78 -1.12 1.11
S 1.28 0.82 -0.29
C -0.98 0.85 -0.27
H -0.44 0.06 -0.60
H 0.14 -0.30 -0.22
H 0.35 0.55 -0.11
H 0.17 -0.23 0.42
H 0.42 -0.28 0.31
H -0.17 -0.36 -0.37

---

The following is a DFT calculation (ωB97M-V/def2-TZVPD) of 2 unconnected molecules or ions with the total composition C4H10OS2.

Computed properties:
* charge: 0
* SMILES: C1CSCSC1.O
* E_LUMO: 0.69 eV
* gap between HOMO and LUMO: 8.60 eV

CARTESIAN COORDINATES (ANGSTROEM)
C  1.15678  0.02354  -0.07684
C  0.53035  -0.55745  -1.39739
S  -1.19009  -1.09649  -1.16459
C  -1.96339  0.38621  -0.51343
S  -1.31589  1.02887  1.07153
C  0.46504  1.20883  0.56992
H  1.22721  -0.82601  0.62937
H  2.18533  0.28683  -0.39024
H  1.12286  -1.44741  -1.68436
H  0.60803  0.17840  -2.22076
H  -1.76682  1.13558  -1.30416
H  -3.05222  0.18675  -0.50194
H  0.57296  2.06072  -0.12872
H  0.95550  1.48993  1.52170
O  -0.06914  -1.02682  1.79591
H  0.77916  -1.27417  1.36293
H  -0.24567  -1.75732  2.43108

Atomic forces in eV per Å
C 0.75 -0.82 -1.59
C 0.11 0.63 0.81
S 0.15 -0.89 -0.23
C 0.42 0.82 -0.69
S -0.25 0.96 -1.22
C -0.42 0.57 0.09
H 2.20 2.14 -3.31
H -0.32 0.19 0.46
H -0.48 0.40 0.08
H -0.12 -0.26 0.38
H -0.35 -0.03 0.49
H 0.66 0.19 0.35
H -0.28 -0.24 0.38
H -0.15 -0.18 -0.56
O 0.15 -2.84 2.45
H -1.99 -1.27 2.55
H -0.08 0.64 -0.44

---

The following is a DFT calculation (ωB97M-V/def2-TZVPD) of C4H10OS2 in the gas phase.

Computed properties:
* charge: 0
* SMILES: CSSCCCO
* E_LUMO: 0.46 eV
* gap between HOMO and LUMO: 9.50 eV

CARTESIAN COORDINATES (ANGSTROEM)
C  3.15649  -0.55021  1.71860
S  2.71787  -0.40549  -0.06436
S  1.12267  1.02416  0.13697
C  -0.28153  -0.14848  0.33228
C  -1.13583  -0.08536  -0.94923
C  -2.31582  0.88253  -0.80938
O  -3.18505  0.76744  -1.95781
H  2.62408  -1.36218  2.18611
H  3.31547  0.29135  2.40821
H  4.11633  -1.05027  1.46638
H  -0.82894  -0.07754  1.27891
H  0.04922  -1.21072  0.51217
H  -0.51520  0.13957  -1.83331
H  -1.47850  -1.10092  -1.11926
H  -1.90649  1.89725  -0.76809
H  -2.89319  0.55738  0.06824
H  -2.56160  0.43149  -2.60642

Atomic forces in eV per Å
C 1.60 -1.52 -1.20
S -1.35 2.04 1.36
S 0.68 -1.56 0.26
C 0.36 -1.20 -0.26
C -0.18 -0.40 0.60
C 0.11 -0.89 -0.64
O 0.76 0.02 0.58
H -0.74 0.08 0.24
H -0.25 0.03 -0.92
H 0.11 0.42 0.92
H -0.25 1.11 -0.28
H 0.51 1.11 -0.74
H -0.08 0.21 0.45
H -0.60 -0.16 -0.09
H -0.35 0.05 0.48
H 0.14 0.65 -0.13
H -0.45 0.02 -0.64

---

The following is a DFT calculation (ωB97M-V/def2-TZVPD) of 2 unconnected molecules or ions with the total composition C4H10OSi.

Computed properties:
* ⟨S²⟩: 2.012
* charge: 0
* E_LUMO (spin up / spin down): 0.61 / -1.82 eV
* multiplicity: 3
* gap between HOMO and LUMO (spin up / spin down): 6.83 / 6.88 eV

CARTESIAN COORDINATES (ANGSTROEM)
C  -1.77366  -0.09878  0.67134
C  0.20794  2.38392  -0.67202
C  1.23256  -0.47885  1.39504
C  0.03404  -1.86741  -1.26747
O  -2.81435  -0.44915  0.11564
Si  -0.04781  -0.47490  -0.01104
H  -1.80115  0.53633  1.46410
H  0.46039  2.66122  0.24368
H  0.87876  2.61028  -1.41911
H  -0.72647  2.76563  -0.95647
H  1.24846  -1.46222  1.82001
H  2.25818  -0.09066  1.17463
H  0.99970  0.24582  2.12764
H  0.84831  -2.58555  -1.18982
H  -0.98929  -2.26935  -1.20820
H  -0.01560  -1.42634  -2.28795

Atomic forces in eV per Å
C 0.58 -2.27 -3.42
C -1.35 0.65 -2.54
C 0.92 0.82 -1.47
C -0.99 1.00 -0.73
O 0.17 -0.02 0.15
Si -0.05 -0.82 0.87
H -0.21 2.15 2.91
H 1.30 0.54 4.21
H 1.90 -0.16 -1.57
H -1.69 -0.19 -0.26
H 0.31 -0.52 0.38
H -0.55 -0.92 -0.47
H -1.03 0.59 1.13
H -0.26 -0.04 0.07
H 0.39 -0.59 0.25
H 0.55 -0.22 0.49

---

The following is a DFT calculation (ωB97M-V/def2-TZVPD) of C4H10P2 in the gas phase.

Computed properties:
* charge: 0
* SMILES: C=PCP(C)C
* E_LUMO: 0.32 eV
* gap between HOMO and LUMO: 9.05 eV

CARTESIAN COORDINATES (ANGSTROEM)
C  3.04176  0.49340  1.10732
P  1.68002  1.37348  0.86644
C  0.49173  -0.09369  0.66393
P  -0.18160  -0.09397  -1.05555
C  -1.38165  -1.47195  -0.81076
C  -1.43892  1.27634  -0.79235
H  3.89251  1.09314  1.34498
H  2.96131  -0.58398  1.13714
H  1.27809  -0.90631  0.83275
H  -0.43280  -0.06328  1.27647
H  -0.93529  -2.19624  -0.21192
H  -1.76829  -1.88838  -1.86500
H  -2.37722  -1.17380  -0.36252
H  -2.19792  1.01724  -1.64318
H  -0.88620  2.20581  -0.70902
H  -1.74552  1.01217  0.22127

Atomic forces in eV per Å
C -0.65 0.54 0.20
P -1.13 -0.33 0.05
C 1.20 0.14 -0.23
P -0.22 0.02 -0.18
C -2.97 0.70 -3.11
C 0.29 -2.00 -0.84
H 0.95 -0.34 -0.04
H 0.88 -0.01 0.14
H -2.14 0.44 -0.11
H 0.99 -0.26 0.39
H 0.64 -1.63 0.74
H 1.28 0.54 2.23
H 1.23 0.00 0.00
H 1.13 1.41 1.79
H -0.55 0.48 -0.77
H -0.94 0.30 -0.25

---

The following is a DFT calculation (ωB97M-V/def2-TZVPD) of 2 unconnected molecules or ions with the total composition C4H10S.

Computed properties:
* charge: 0
* SMILES: C=C(C)C.S
* E_LUMO: 0.78 eV
* gap between HOMO and LUMO: 10.40 eV

CARTESIAN COORDINATES (ANGSTROEM)
C  -1.04456  0.27578  -1.25477
C  0.06036  -0.25875  -0.84255
C  1.35003  -0.21558  -1.62194
C  0.09522  -1.11203  0.41138
H  -1.02269  0.77822  -2.18202
H  -1.96769  0.20928  -0.63727
H  1.81471  -1.28308  -1.77855
H  1.13554  0.15353  -2.64009
H  2.21707  0.37123  -1.27405
H  0.35160  -2.12628  -0.09501
H  -0.94524  -1.21723  0.78406
H  0.66105  -0.75869  1.25759
S  -1.08701  2.01325  3.78696
H  -1.46481  2.16366  2.51003
H  -0.15356  1.00667  3.57621

Atomic forces in eV per Å
C -1.90 0.41 0.51
C 2.40 -0.76 1.77
C 0.97 -1.56 -1.56
C -1.58 -1.55 -1.79
H -0.49 0.66 -0.90
H 0.69 0.13 -0.77
H -1.06 1.74 0.40
H 0.15 -0.09 0.32
H -0.71 0.00 0.49
H 0.13 1.25 1.84
H 0.52 -0.02 -0.17
H 0.88 -0.21 -0.11
S 0.66 -0.67 0.13
H 0.22 -0.23 -0.04
H -0.88 0.89 -0.11

---

The following is a DFT calculation (ωB97M-V/def2-TZVPD) of 2 unconnected molecules or ions with the total composition C4H10S.

Computed properties:
* charge: 0
* SMILES: C=CC.CS
* E_LUMO: 0.86 eV
* gap between HOMO and LUMO: 9.52 eV

CARTESIAN COORDINATES (ANGSTROEM)
C  0.12257  -1.78510  0.31596
C  -0.65231  -1.95179  -0.84943
C  -0.25167  -1.34365  -2.29010
H  -0.27314  -2.29046  1.17429
H  0.97832  -1.15884  0.47171
H  -1.70668  -2.23673  -0.88178
H  0.24329  -0.31153  -1.98382
H  0.53941  -2.03420  -2.68853
H  -1.13088  -1.19895  -2.99821
C  1.31882  2.02658  0.74998
S  -0.41153  1.31461  0.95449
H  1.16213  3.14036  0.74772
H  1.80129  1.79212  1.74101
H  1.83199  1.48124  -0.07451
H  -0.08571  0.10697  1.66182

Atomic forces in eV per Å
C -3.30 -1.34 -3.42
C 2.10 2.38 0.30
C 0.81 0.80 2.43
H -0.09 0.02 0.59
H 0.58 -0.24 -0.67
H 0.54 -0.86 0.77
H -0.94 -1.93 -1.18
H -0.82 0.86 -0.06
H 1.26 -0.27 1.05
C -0.71 -0.68 1.77
S 0.91 -0.92 0.81
H 0.48 -1.25 -0.69
H -0.14 0.32 -1.20
H -0.28 1.11 0.48
H -0.40 1.98 -0.98

---

The following is a DFT calculation (ωB97M-V/def2-TZVPD) of 2 unconnected molecules or ions with the total composition C4H10S.

Computed properties:
* ⟨S²⟩: 0.754
* charge: +1
* E_LUMO (spin up / spin down): -4.34 / -8.91 eV
* multiplicity: 2
* gap between HOMO and LUMO (spin up / spin down): 9.85 / 5.26 eV

CARTESIAN COORDINATES (ANGSTROEM)
C  0.66530  -0.61644  1.99464
C  -0.27384  -1.07360  2.80620
H  1.30368  0.29893  2.17785
H  0.87994  -1.15317  1.04416
H  -0.46890  -0.59143  3.86278
H  -0.71993  -2.09789  2.79778
C  -0.56478  0.44010  -2.72444
C  0.35823  0.36378  -1.43429
S  -0.20320  1.82534  -0.18160
H  -1.61552  0.32339  -2.34315
H  -0.52078  1.25183  -3.27729
H  -0.25572  -0.44380  -3.31071
H  1.38706  0.58560  -1.60510
H  0.09151  -0.56426  -0.84978
H  -0.06306  1.45162  1.04294

Atomic forces in eV per Å
C 0.63 0.42 -1.09
C -0.21 -0.21 3.52
H -0.94 -1.08 0.04
H 0.07 0.28 0.88
H 0.40 -0.62 -2.36
H 0.20 1.12 -0.80
C -0.53 -4.31 4.50
C -2.78 0.10 0.52
S -0.17 0.35 -3.40
H 0.89 -0.17 -0.71
H 0.64 4.06 -2.49
H -0.32 0.33 0.22
H 0.85 -0.07 0.13
H 0.82 1.06 -0.64
H 0.46 -1.26 1.69

---

The following is a DFT calculation (ωB97M-V/def2-TZVPD) of 2 unconnected molecules or ions with the total composition C4H10S2.

Computed properties:
* charge: 0
* SMILES: C=CC.CSS
* E_LUMO: 0.43 eV
* gap between HOMO and LUMO: 8.60 eV

CARTESIAN COORDINATES (ANGSTROEM)
C  -2.42093  0.13378  0.88650
C  -1.67567  0.10872  -0.20312
C  -0.99741  1.34418  -0.74418
H  -3.11711  -0.64866  1.15759
H  -2.35870  0.98351  1.56095
H  -1.87547  -0.66157  -0.94297
H  0.05196  1.49232  -0.48344
H  -1.53075  2.22875  -0.47161
H  -0.96950  1.31335  -1.83651
C  1.74926  -1.46215  0.71781
S  1.35983  -1.00297  -0.98223
S  2.88424  0.35031  -1.55182
H  0.84757  -1.56070  1.30989
H  2.27971  -2.41095  0.74483
H  2.42454  -0.72134  1.14363
H  3.34842  0.51342  -0.30532

Atomic forces in eV per Å
C 0.10 0.04 0.64
C -0.92 0.76 -1.03
C 0.81 -0.40 -0.49
H 0.16 -0.16 0.00
H -0.09 -0.03 0.01
H 0.44 -0.33 0.25
H -0.06 -0.23 0.32
H -0.41 0.60 0.32
H -0.16 -0.09 0.02
C 0.90 -0.23 -0.08
S -0.20 0.01 -0.29
S -0.07 -0.39 0.32
H -0.25 0.26 -0.07
H 0.02 -0.09 -0.06
H -0.29 0.10 0.19
H 0.01 0.18 -0.05

---

Energy above the lowest of the compared OMol25 structures with the same formula, charge and spin / kcal per mole: 193.7, 1.8, 17.6, 47.8, 62.5, 34.6, 47.7, 7.2, 29.1, 54.7, 42.6, 40.6
Total energy / Ha: -459.08015, -631.82178, -631.79665, -631.74846, -1029.93222, -1029.97669, -522.94238, -841.02313, -556.53558, -556.49487, -556.16860, -954.71891
Maximum force / eV/A: 4.30, 2.50, 1.45, 2.28, 4.51, 2.80, 4.44, 4.36, 3.08, 4.94, 6.25, 1.58